1.
{"formula": "C45H42Cl2N4OPReS2Te", "method": "ωB97M-V with the def2-TZVPD basis set", "elements": ["Re", "Cl", "C", "C", "C", "C", "C", "Cl", "C", "N", "H", "H", "H", "S", "P", "S", "C", "C", "C", "C", "C", "C", "C", "C", "C", "C", "C", "C", "H", "H", "H", "H", "H", "H", "H", "H", "H", "H", "C", "N", "C", "C", "N", "C", "H", "H", "H", "H", "H", "H", "C", "C", "C", "C", "C", "C", "Te", "N", "C", "O", "C", "C", "C", "C", "C", "C", "C", "C", "C", "C", "C", "C", "C", "C", "C", "C", "H", "H", "H", "H", "H", "H", "H", "H", "H", "H", "H", "H", "H", "H", "H", "H", "H", "H", "H", "H", "H", "H", "H"], "positions_angstrom": [[-0.81051, -1.11367, -0.22106], [-2.91056, -4.24530, -0.61398], [-1.87558, -4.40529, -1.98368], [-2.13818, -5.40304, -2.90257], [-1.32491, -5.56299, -4.01328], [-0.24299, -4.72143, -4.19850], [0.01635, -3.72891, -3.27026], [1.37583, -2.68000, -3.53722], [-0.78470, -3.52690, -2.13573], [-0.53238, -2.53190, -1.23417], [-2.99180, -6.04668, -2.74029], [-1.53696, -6.34053, -4.73469], [0.40550, -4.82300, -5.05791], [-0.83362, -2.98406, 1.98325], [-0.52405, -1.37889, 3.09056], [-0.77191, 0.31601, 1.98807], [-1.62911, -1.28518, 4.52170], [-2.88988, -0.71342, 4.37740], [-3.77534, -0.71316, 5.44467], [-3.40601, -1.28305, 6.65551], [-2.15114, -1.85894, 6.80048], [-1.26228, -1.86323, 5.73514], [1.14713, -1.33755, 3.81407], [2.02307, -2.39849, 3.63226], [3.29588, -2.35201, 4.19312], [3.68910, -1.24872, 4.93515], [2.81447, -0.17980, 5.11168], [1.54778, -0.22319, 4.55194], [-3.17039, -0.27195, 3.42914], [-4.75538, -0.26829, 5.32994], [-4.09857, -1.28031, 7.48751], [-1.86362, -2.30656, 7.74319], [-0.28467, -2.31589, 5.84831], [1.70076, -3.25402, 3.05093], [3.97467, -3.18452, 4.05465], [4.67620, -1.21784, 5.38011], [3.11929, 0.68190, 5.69223], [0.86373, 0.60705, 4.68759], [4.62729, 0.04734, 1.45629], [3.51135, -0.69884, 0.90057], [3.55201, -1.93591, 0.29636], [2.27603, -2.21899, -0.07351], [1.45697, -1.17355, 0.29366], [2.23629, -0.28646, 0.88075], [5.52628, -0.55853, 1.37812], [4.44333, 0.27110, 2.50523], [4.77038, 0.97367, 0.90110], [4.46958, -2.48785, 0.18962], [1.88227, -3.08332, -0.57570], [1.91045, 0.64510, 1.31108], [5.35769, 3.68181, -0.47377], [3.96026, 3.14907, -0.64915], [2.89136, 3.69880, 0.04477], [1.59323, 3.21986, -0.10626], [0.48465, 3.87233, 0.68482], [1.37107, 2.15031, -0.98350], [-0.63314, 1.46758, -1.14879], [-2.54579, -0.74590, -0.52142], [-3.60435, -0.56893, -1.34307], [-3.82632, -1.27768, -2.32067], [-4.46404, 0.62207, -1.02463], [-5.42910, 1.02110, -1.94213], [-6.20853, 2.13984, -1.68938], [-6.02944, 2.86297, -0.51576], [-5.06707, 2.46546, 0.40372], [-4.28284, 1.34975, 0.14845], [-0.77880, 1.23617, -3.24686], [-1.11188, -0.01157, -3.75626], [-1.25920, -0.18308, -5.12420], [-1.06670, 0.89432, -5.97371], [-0.75141, 2.14288, -5.45470], [-0.61256, 2.34614, -4.08466], [-0.28896, 3.72219, -3.56224], [2.43334, 1.55890, -1.67935], [2.24836, 0.39163, -2.60744], [3.71178, 2.07858, -1.49876], [5.35224, 4.65307, 0.01906], [5.85980, 3.78728, -1.43580], [5.96254, 3.00427, 0.13436], [3.06629, 4.53104, 0.71829], [0.88473, 4.66824, 1.31144], [-0.02210, 3.15696, 1.33607], [-0.27155, 4.30551, 0.02699], [-5.55053, 0.43705, -2.84520], [-6.95778, 2.44991, -2.40699], [-6.63971, 3.73549, -0.31824], [-4.92765, 3.02603, 1.31977], [-3.52364, 1.03240, 0.85482], [-1.26895, -0.85233, -3.09212], [-1.52596, -1.15720, -5.51305], [-1.17454, 0.76991, -7.04386], [-0.61904, 2.98542, -6.12388], [-0.38276, 4.46420, -4.35397], [0.72948, 3.77210, -3.17153], [-0.96550, 4.00708, -2.75245], [1.53647, -0.32927, -2.20545], [3.19635, -0.12273, -2.76746], [1.86692, 0.71140, -3.57943], [4.53581, 1.62964, -2.04519]], "forces_ev_per_a": [[-0.1, 0.2, 0.5], [0.0, 0.0, 0.0], [0.0, 0.0, 0.0], [0.0, 0.0, 0.0], [0.0, 0.0, 0.0], [0.1, 0.0, 0.0], [0.0, 0.0, 0.0], [0.0, -0.1, 0.0], [-0.1, 0.2, 0.0], [0.2, -0.3, -0.3], [0.0, 0.0, 0.0], [0.0, 0.0, 0.0], [0.0, 0.0, 0.0], [-0.1, 0.1, -0.1], [0.0, 0.0, 0.0], [0.0, 0.0, 0.0], [0.0, 0.0, 0.0], [0.0, 0.0, 0.0], [0.0, 0.0, 0.0], [0.0, 0.0, 0.0], [0.0, 0.0, 0.0], [0.0, 0.0, 0.0], [0.0, 0.0, 0.0], [0.0, 0.0, 0.0], [0.0, 0.0, 0.0], [0.0, 0.0, 0.0], [0.0, 0.0, 0.0], [0.0, 0.0, 0.0], [0.0, 0.0, 0.0], [0.0, 0.0, 0.0], [0.0, 0.0, 0.0], [0.0, 0.0, 0.0], [0.0, 0.0, 0.0], [0.0, 0.0, 0.0], [0.0, 0.0, 0.0], [0.0, 0.0, 0.0], [0.0, 0.0, 0.0], [0.0, 0.0, 0.0], [0.0, 0.0, 0.0], [0.1, 0.0, 0.1], [0.0, 0.0, 0.0], [0.0, 0.1, 0.0], [0.0, -0.1, 0.0], [0.0, 0.0, 0.0], [0.0, 0.0, 0.0], [0.0, 0.0, 0.0], [0.0, 0.0, 0.0], [0.0, 0.0, 0.0], [0.0, 0.0, 0.0], [0.0, 0.0, 0.0], [0.0, 0.0, 0.0], [0.0, 0.0, 0.0], [0.0, 0.0, 0.0], [0.0, 0.0, 0.0], [0.0, 0.0, 0.0], [0.0, 0.0, 0.0], [0.0, -0.1, -0.2], [0.0, -0.2, -0.1], [0.1, 0.2, 0.0], [0.0, -0.1, 0.0], [0.0, 0.0, 0.1], [0.0, 0.0, 0.0], [0.0, 0.0, 0.0], [0.0, 0.0, 0.0], [0.0, 0.0, 0.0], [0.0, 0.0, 0.0], [0.0, 0.1, 0.0], [0.0, 0.0, 0.0], [0.0, 0.0, 0.0], [0.0, 0.0, 0.0], [0.0, 0.0, 0.0], [0.0, 0.0, 0.0], [0.0, -0.1, 0.0], [0.0, 0.0, -0.1], [0.0, 0.1, 0.1], [0.0, 0.0, 0.0], [0.0, 0.0, 0.0], [0.0, 0.0, 0.0], [0.0, 0.0, 0.0], [0.0, 0.0, 0.0], [0.0, 0.0, 0.0], [0.0, 0.0, 0.0], [0.0, 0.0, 0.0], [0.0, 0.0, 0.0], [0.0, 0.0, 0.0], [0.0, 0.0, 0.0], [0.0, 0.0, 0.0], [0.0, 0.0, 0.0], [0.0, 0.0, 0.0], [0.0, 0.0, 0.0], [0.0, 0.0, 0.0], [0.0, 0.0, 0.0], [0.0, 0.0, 0.0], [0.0, 0.0, 0.0], [0.0, 0.0, 0.0], [0.0, 0.0, 0.0], [0.0, 0.0, 0.0], [0.0, 0.0, 0.0], [0.0, 0.0, 0.0]], "s2": 2.020, "total_charge": 0, "de_lowest_kcal_mol": 0.00, "lumo_ev": [0.10, -0.17], "homo_lumo_gap_ha": [0.2395, 0.2652], "spin_multiplicity": 3}

2.
{"formula": "C6H5BBrF2INO5", "method": "ωB97M-V with the def2-TZVPD basis set", "elements": ["O", "C", "C", "C", "Br", "C", "I", "N", "H", "H", "H", "H", "H", "B", "O", "C", "O", "C", "O", "O", "F", "F"], "positions_angstrom": [[-1.25934, -2.56423, 0.11578], [-1.71928, -1.32215, -0.05432], [-0.99606, 0.15095, 0.05533], [-2.14500, 1.33795, -0.05876], [-2.39226, 1.65936, -2.04411], [-3.45710, 0.40735, 0.27716], [-5.46265, 1.21942, -0.12874], [-3.15320, -0.95180, -0.36343], [-0.32403, 0.31561, -0.88862], [-0.37726, 0.34697, 1.05122], [-1.88535, 2.25353, 0.62295], [-3.35959, 0.12207, 1.43186], [-3.50502, -1.10209, -1.33430], [3.78301, -1.29769, 0.25678], [2.61839, -0.74604, 0.95753], [2.46503, 0.51692, 0.53708], [1.58255, 1.26517, 0.92528], [3.48577, 0.83726, -0.42317], [3.62480, 1.90595, -0.99575], [4.28297, -0.22375, -0.60834], [3.38740, -2.44431, -0.54620], [4.80624, -1.68645, 1.21476]], "forces_ev_per_a": [[-2.9, 8.1, -1.4], [0.6, -3.1, 0.4], [0.6, 0.6, 0.4], [-0.3, -2.8, 0.3], [0.4, 0.6, 1.1], [2.4, -1.2, 1.6], [1.3, -0.7, 0.3], [0.6, 0.1, 0.4], [-0.9, -0.7, 2.1], [-1.2, -0.8, -2.3], [-0.8, -1.6, -1.7], [-0.7, 1.1, -2.3], [0.6, 0.1, 1.3], [1.2, -2.8, 0.1], [-0.3, 1.4, -0.4], [-3.0, -1.1, 3.0], [0.9, -0.4, -0.4], [3.3, 1.3, -3.2], [-0.4, -1.1, 0.8], [-0.8, 1.0, 0.2], [0.5, 1.4, 1.0], [-1.2, 0.4, -1.2]], "total_charge": -1, "de_lowest_kcal_mol": 74.25, "lumo_ev": 1.57, "homo_lumo_gap_ha": 0.3211, "spin_multiplicity": 1}

3.
{"formula": "C19H39BrNO3PdSbSi3", "method": "ωB97M-V with the def2-TZVPD basis set", "elements": ["Pd", "C", "O", "Si", "C", "C", "C", "Si", "C", "C", "C", "Si", "C", "C", "C", "H", "H", "H", "H", "H", "H", "H", "H", "H", "H", "H", "H", "H", "H", "H", "H", "H", "H", "H", "H", "H", "H", "H", "H", "H", "H", "H", "Br", "C", "C", "N", "C", "C", "C", "C", "O", "O", "H", "H", "H", "C", "Sb", "C", "C", "H", "H", "H", "H", "H", "H", "H", "H", "H"], "positions_angstrom": [[0.26963, -0.26664, 0.20861], [3.97103, -0.98194, 0.13541], [2.78733, -0.22204, 0.15161], [2.77353, 1.45346, 0.14751], [3.68113, 2.06676, -1.41939], [3.84933, 2.06706, 1.60461], [0.93523, 1.77516, 0.29791], [-0.04017, 2.00176, -1.30299], [0.38303, 0.65136, -2.62679], [-1.95427, 2.05536, -1.20799], [0.43133, 3.71676, -2.02249], [0.18283, 1.75956, 2.04021], [0.77483, 3.33376, 2.96071], [0.70583, 0.14846, 3.01431], [-1.72377, 1.86826, 2.17391], [4.65773, -0.63974, 0.91021], [4.45603, -0.90984, -0.83949], [3.71693, -2.02394, 0.32651], [4.73223, 1.79896, -1.36839], [3.62813, 3.14516, -1.49889], [3.28273, 1.64496, -2.33569], [4.89033, 1.80816, 1.43901], [3.54913, 1.64136, 2.55551], [3.79943, 3.14576, 1.68641], [-0.02227, -0.32594, -2.33309], [1.45293, 0.54576, -2.78089], [-0.06867, 0.91096, -3.58199], [-2.36387, 1.17996, -0.71859], [-2.36987, 2.09796, -2.21039], [-2.29627, 2.93166, -0.67169], [1.44543, 3.73516, -2.39769], [0.34713, 4.48896, -1.26739], [-0.23197, 3.97976, -2.83769], [1.83283, 3.34176, 3.18091], [0.23843, 3.44036, 3.89541], [0.55813, 4.20786, 2.35831], [1.66373, -0.24074, 2.65871], [-0.06127, -0.62524, 2.88261], [0.80403, 0.34316, 4.07921], [-2.10807, 2.76726, 1.70751], [-2.02137, 1.88476, 3.21781], [-2.19367, 1.01046, 1.70721], [-7.15967, -0.14964, 1.47071], [-5.93177, -0.76204, 0.15791], [-6.39137, -1.08254, -1.11339], [-5.57667, -1.47014, -2.07539], [-4.28437, -1.55414, -1.81959], [-3.72917, -1.26664, -0.57509], [-4.58357, -0.86884, 0.44801], [-2.23267, -1.29184, -0.37949], [-1.51587, -1.61084, -1.34199], [-1.80837, -0.95734, 0.75471], [-7.44437, -1.01044, -1.35709], [-3.64237, -1.84774, -2.63979], [-4.19747, -0.63544, 1.43051], [2.05613, -4.32474, 0.84911], [0.66583, -2.86484, 0.00161], [-0.93327, -4.31264, 0.12321], [1.20623, -3.25764, -2.05389], [1.94803, -5.24574, 0.29101], [1.80353, -4.51654, 1.88451], [3.08783, -4.00264, 0.79861], [-0.65487, -5.15344, -0.50749], [-1.86827, -3.88214, -0.21609], [-1.03207, -4.65214, 1.14901], [1.01433, -4.30604, -2.27009], [2.26013, -3.04874, -2.21969], [0.59933, -2.63664, -2.70869]], "forces_ev_per_a": [[2.6, -1.1, 0.3], [0.1, -0.4, -0.1], [-0.9, 0.3, 0.0], [0.6, 0.8, 0.1], [-0.6, -0.4, 0.6], [-0.6, -0.4, -0.6], [-1.7, -0.8, 0.0], [-0.3, 1.2, -0.8], [0.0, 0.2, 0.9], [0.9, -0.2, 0.3], [-0.2, -0.8, 0.2], [-0.2, 0.9, 0.8], [-0.1, -0.8, -0.3], [-0.1, 0.6, -0.7], [0.8, -0.2, -0.4], [0.1, 0.0, 0.0], [0.1, 0.0, 0.0], [0.1, 0.0, 0.0], [0.2, -0.1, 0.1], [0.0, 0.3, 0.0], [-0.1, -0.1, -0.1], [0.2, -0.1, -0.1], [-0.1, -0.1, 0.2], [-0.1, 0.3, 0.0], [0.0, 0.2, -0.2], [0.2, 0.0, 0.0], [-0.1, 0.2, -0.1], [-0.1, -0.1, 0.1], [0.1, 0.0, -0.3], [-0.1, 0.2, 0.2], [0.3, 0.0, -0.1], [-0.1, 0.2, 0.3], [-0.2, 0.0, -0.3], [0.4, 0.0, 0.1], [-0.2, 0.0, 0.3], [-0.1, 0.2, -0.2], [0.0, -0.1, 0.1], [0.1, 0.1, 0.0], [0.0, 0.2, 0.2], [0.0, 0.3, -0.1], [0.1, 0.0, 0.3], [-0.1, -0.1, -0.1], [0.1, -0.1, -0.1], [0.0, 0.0, 0.1], [-0.2, 0.2, 0.4], [-0.2, -0.2, -0.5], [0.5, 0.0, 0.2], [-0.1, -0.1, 0.1], [0.0, 0.0, -0.1], [-0.8, -0.4, -0.8], [-0.2, 0.0, -0.3], [0.3, 1.0, 0.7], [0.0, 0.0, 0.0], [0.1, 0.0, 0.0], [0.0, 0.0, 0.0], [-0.2, 0.5, 0.0], [-0.4, -1.9, -0.7], [0.3, 0.4, 0.1], [-0.1, 0.2, 0.3], [-0.1, -0.2, -0.2], [-0.1, 0.0, 0.2], [0.2, 0.1, 0.0], [0.0, 0.0, 0.0], [0.0, 0.0, 0.0], [0.0, 0.0, 0.1], [0.0, -0.1, 0.0], [0.1, 0.1, 0.0], [0.0, 0.0, 0.0]], "total_charge": 0, "de_lowest_kcal_mol": 50.50, "lumo_ev": -1.99, "homo_lumo_gap_ha": 0.2125, "spin_multiplicity": 1}